[1]
C90H202N10O16 | the ωB97M-V functional and the def2-TZVPD basis

ΔE to the lowest compared entry with this formula, charge and spin (kcal per mole): 204.3
HOMO (eV): -7.848
Frontier orbital gap (Ha): 0.2997
E (a.u.): -5300.82525

Last column: Mulliken charge in e.
CARTESIAN COORDINATES (ANGSTROEM)
1 O 12.07 6.99 -8.24  -0.40
2 O 19.05 -2.91 -17.99  -0.58
3 O 26.90 8.49 -17.87  -0.29
4 O 25.23 -1.84 -10.22  1.51
5 O 27.13 0.69 -16.67  -0.69
6 O 27.35 4.29 -11.27  0.11
7 O 16.53 -4.16 -9.14  -0.52
8 O 13.68 6.30 -17.50  -0.42
9 O 25.76 9.20 -12.14  -0.43
10 O 23.15 6.42 -17.58  -0.54
11 O 27.91 -2.29 -11.53  0.95
12 O 14.17 4.10 -11.75  -0.45
13 O 17.62 7.95 -11.23  -0.47
14 O 21.61 3.66 -14.08  -0.24
15 O 24.42 -0.48 -16.53  -0.60
16 O 22.99 -5.90 -14.98  -0.16
17 N 14.92 5.77 -17.82  0.30
18 N 22.34 -6.39 -13.89  -0.25
19 N 28.20 7.04 -12.22  -0.24
20 N 17.54 -3.42 -8.37  0.49
21 N 28.89 -3.25 -11.49  -0.48
22 N 25.31 6.05 -18.85  -0.35
23 N 21.44 2.60 -13.25  0.58
24 N 12.65 6.55 -11.32  -0.27
25 N 18.20 -2.10 -17.46  1.14
26 N 25.47 -1.95 -8.84  -0.26
27 C 13.59 7.11 -10.26  -0.32
28 C 27.16 -0.05 -14.35  -0.47
29 C 26.82 4.11 -10.09  -0.69
30 C 16.74 -1.45 -9.57  -1.82
31 C 20.57 -4.66 -13.84  -2.70
32 C 26.67 6.49 -19.22  -1.07
33 C 17.77 -0.94 -18.31  1.19
34 C 31.23 -3.88 -11.40  -1.33
35 C 16.90 0.01 -17.28  0.12
36 C 24.47 -2.90 -8.33  2.26
37 C 24.91 -1.81 -16.74  1.54
38 C 22.50 0.56 -12.19  -1.40
39 C 19.06 -0.08 -18.55  -1.65
40 C 27.25 2.47 -15.08  -0.98
41 C 27.63 1.05 -15.35  0.32
42 C 22.74 -4.27 -12.54  0.19
43 C 28.67 4.80 -11.30  -0.99
44 C 24.75 -4.36 -8.82  -2.06
45 C 21.92 -6.78 -10.91  -0.09
46 C 24.10 -2.68 -15.81  -1.18
47 C 28.05 8.46 -11.82  -0.63
48 C 28.40 -4.49 -12.16  2.35
49 C 22.99 -7.54 -13.21  2.00
50 C 30.52 -1.80 -10.25  -2.03
51 C 23.32 1.32 -14.41  -1.01
52 C 19.92 0.75 -12.61  -2.18
53 C 16.37 -3.84 -17.64  -1.77
54 C 16.38 -2.02 -15.88  -0.86
55 C 19.05 -1.45 -8.38  -0.40
56 C 11.39 5.83 -8.65  -0.67
57 C 25.21 5.10 -17.71  -0.29
58 C 17.41 5.93 -17.88  -1.19
59 C 22.37 -7.93 -11.83  -1.84
60 C 19.58 9.00 -11.82  -1.25
61 C 24.61 -2.02 -18.21  -1.93
62 C 18.02 -2.29 -9.15  1.99
63 C 24.61 -3.06 -6.84  -1.61
64 C 19.56 6.64 -11.34  -1.17
65 C 29.61 -5.58 -12.25  -1.43
66 C 15.81 -0.81 -16.71  -1.22
67 C 24.99 8.03 -12.47  -0.31
68 C 21.01 -5.95 -11.80  -1.57
69 C 17.89 -3.89 -15.58  -2.02
70 C 27.89 9.40 -17.25  -0.84
71 C 23.71 5.14 -17.30  0.05
72 C 17.23 -2.97 -16.69  1.56
73 C 23.13 7.34 -16.46  -0.48
74 C 15.22 3.23 -11.26  -0.65
75 C 15.97 8.01 -18.31  -1.88
76 C 13.18 6.20 -12.67  -0.96
77 C 23.69 2.75 -12.23  -2.53
78 C 17.28 -4.69 -6.26  -1.83
79 C 16.27 4.21 -19.18  -0.97
80 C 24.46 -7.24 -12.92  -1.75
81 C 19.02 2.98 -13.12  -2.83
82 C 30.29 -2.73 -11.47  1.72
83 C 14.49 5.31 -12.57  -0.04
84 C 22.72 1.83 -13.09  2.26
85 C 14.84 4.81 -18.87  1.84
86 C 21.73 -5.31 -12.99  3.19
87 C 23.04 -2.49 -8.59  -1.43
88 C 16.97 -1.20 -19.66  -1.67
89 C 16.13 6.89 -16.02  -2.20
90 C 25.01 0.50 -8.38  -1.83
91 C 25.98 -0.76 -8.07  1.77
92 C 28.73 6.30 -11.10  -0.41
93 C 27.30 -5.16 -11.31  -1.02
94 C 18.51 -2.46 -6.24  -1.35
95 C 18.73 -1.12 -6.94  -1.13
96 C 14.10 5.49 -20.10  -1.71
97 C 16.09 6.66 -17.57  1.89
98 C 13.98 3.59 -18.50  -2.00
99 C 19.99 1.58 -14.96  -2.37
100 C 24.77 -1.74 -6.02  -0.87
101 C 21.18 -0.15 -12.55  0.20
102 C 30.52 -1.85 -12.68  -1.71
103 C 18.98 7.96 -10.91  0.43
104 C 27.45 -0.51 -8.61  -1.87
105 C 27.84 -4.22 -13.60  -1.93
106 C 30.99 -4.94 -12.44  -0.65
107 C 22.92 -8.85 -14.02  -1.94
108 C 17.40 5.19 -19.17  -1.16
109 C 15.96 -2.51 -6.49  -1.64
110 C 18.68 -2.61 -10.49  -1.21
111 C 20.10 2.02 -13.51  3.25
112 C 12.72 7.80 -9.17  -0.60
113 C 27.44 7.16 -18.04  -0.33
114 C 26.05 -1.02 -6.54  -1.27
115 C 17.31 -3.30 -6.84  1.64
116 C 27.12 9.32 -12.64  -0.32
117 H 27.23 0.47 -13.39  0.21
118 H 13.91 3.02 -19.42  0.42
119 H 18.99 1.74 -15.36  0.68
120 H 16.96 -1.65 -15.03  0.01
121 H 16.90 8.55 -18.10  0.46
122 H 25.04 -8.13 -12.66  0.61
123 H 20.62 6.65 -11.11  0.38
124 H 15.34 -0.15 -15.97  0.54
125 H 20.50 -5.22 -11.18  0.12
126 H 14.98 -1.01 -17.39  0.37
127 H 16.95 -4.21 -18.49  0.33
128 H 15.32 5.88 -12.15  -0.01
129 H 19.38 0.30 -17.58  0.18
130 H 18.04 -3.29 -11.06  0.61
131 H 27.91 8.63 -10.75  0.35
132 H 27.06 9.12 -13.71  0.14
133 H 24.58 2.28 -11.81  0.32
134 H 24.95 -3.00 -18.53  0.41
135 H 15.56 7.79 -15.80  0.36
136 H 27.47 10.39 -17.38  0.29
137 H 19.13 5.85 -10.72  0.45
138 H 23.79 3.71 -12.72  0.50
139 H 31.73 -5.70 -12.21  0.43
140 H 13.54 7.16 -13.04  0.37
141 H 23.37 -8.85 -15.02  0.43
142 H 26.17 2.56 -15.17  -0.06
143 H 25.98 -2.04 -16.73  0.03
144 H 26.98 4.91 -9.37  0.39
145 H 18.95 3.92 -13.68  0.37
146 H 14.28 4.88 -20.99  0.40
147 H 19.64 -5.22 -13.87  0.65
148 H 29.81 6.45 -11.08  0.33
149 H 13.00 3.83 -18.09  0.39
150 H 18.23 -2.27 -5.21  0.57
151 H 26.30 -5.03 -11.74  -0.42
152 H 16.04 -0.64 -19.70  0.30
153 H 28.90 9.42 -17.67  0.39
154 H 13.30 8.38 -8.47  0.32
155 H 31.16 -4.39 -10.44  0.38
156 H 30.26 -0.82 -12.47  0.33
157 H 25.34 7.04 -12.18  -0.02
158 H 16.26 3.61 -20.08  0.57
159 H 19.23 3.21 -12.08  0.56
160 H 32.25 -3.48 -11.40  0.47
161 H 18.84 -4.31 -15.92  0.47
162 H 17.86 -0.47 -6.89  0.43
163 H 17.59 0.37 -16.51  -0.18
164 H 19.01 0.22 -12.90  0.38
165 H 31.57 -1.76 -12.98  0.34
166 H 28.49 7.33 -18.29  0.54
167 H 24.75 8.21 -13.52  0.31
168 H 24.82 0.64 -9.44  0.21
169 H 23.37 2.16 -15.11  -0.41
170 H 22.97 -3.69 -13.43  -0.47
171 H 22.57 0.60 -14.76  0.66
172 H 21.28 -6.92 -10.05  0.52
173 H 24.03 0.52 -7.91  0.26
174 H 22.49 -6.38 -15.64  0.40
175 H 16.65 -2.24 -19.64  0.33
176 H 17.73 -4.71 -5.27  0.40
177 H 20.02 -1.93 -8.50  0.06
178 H 25.37 -3.78 -6.53  0.58
179 H 15.68 -3.04 -17.91  0.42
180 H 14.43 6.45 -10.01  0.21
181 H 19.97 -0.46 -19.02  0.44
182 H 22.87 -6.29 -10.67  -0.33
183 H 20.22 0.53 -15.13  0.39
184 H 23.04 -2.48 -15.75  0.24
185 H 25.65 -4.86 -8.48  0.53
186 H 21.49 -8.54 -11.98  0.48
187 H 18.03 2.54 -13.17  0.38
188 H 28.01 -0.05 -7.79  0.48
189 H 27.63 2.95 -14.18  0.14
190 H 13.63 6.98 -18.17  0.36
191 H 19.77 -2.63 -17.43  0.35
192 H 25.00 -6.79 -13.76  0.32
193 H 16.19 3.71 -11.14  0.22
194 H 15.58 -2.62 -15.42  0.37
195 H 23.05 -8.58 -11.28  0.56
196 H 26.92 -1.53 -6.14  0.41
197 H 27.96 -1.46 -8.75  0.29
198 H 29.05 4.55 -12.29  0.32
199 H 20.65 8.80 -11.86  0.25
200 H 18.13 -5.28 -6.62  0.45
201 H 22.94 6.84 -15.51  0.19
202 H 17.13 7.02 -15.62  0.51
203 H 21.88 4.32 -13.44  0.33
204 H 25.92 -0.09 -5.99  0.45
205 H 20.24 -6.64 -12.12  0.57
206 H 18.83 -1.70 -11.07  -0.32
207 H 19.49 -2.94 -6.34  0.38
208 H 23.91 -5.02 -8.60  0.59
209 H 27.08 -4.64 -10.37  -0.12
210 H 19.10 8.16 -9.84  0.35
211 H 19.29 -0.45 -8.75  -0.01
212 H 26.84 7.17 -20.05  0.33
213 H 22.36 -3.56 -11.80  0.08
214 H 18.08 -3.43 -14.61  0.31
215 H 28.27 6.45 -10.12  0.32
216 H 27.36 10.37 -12.48  0.33
217 H 14.93 2.80 -10.30  0.33
218 H 23.73 -3.54 -6.42  0.39
219 H 26.14 -0.38 -14.51  -0.09
220 H 25.99 -2.32 -10.57  -0.52
221 H 22.51 -3.32 -9.05  0.36
222 H 11.02 5.78 -9.67  0.32
223 H 16.92 -0.64 -10.28  0.37
224 H 15.81 -4.70 -17.27  0.42
225 H 22.51 0.85 -11.14  0.42
226 H 28.68 -3.96 -14.24  0.36
227 H 19.08 8.99 -12.79  0.30
228 H 27.18 3.16 -9.68  0.22
229 H 29.40 -6.22 -13.10  0.36
230 H 24.06 8.05 -11.91  0.21
231 H 29.38 4.29 -10.64  0.41
232 H 23.01 4.47 -17.79  0.33
233 H 19.59 -0.58 -6.53  0.54
234 H 25.18 -1.36 -18.86  0.46
235 H 29.55 -6.32 -11.44  0.56
236 H 16.01 -2.11 -10.05  0.49
237 H 23.10 -1.75 -9.39  0.03
238 H 24.68 -4.38 -9.91  0.07
239 H 24.06 -0.48 -15.64  0.01
240 H 19.75 0.96 -11.55  0.56
241 H 11.92 8.44 -9.54  0.32
242 H 17.16 7.41 -10.58  0.18
243 H 19.40 10.02 -11.48  0.37
244 H 16.04 7.88 -19.39  0.34
245 H 18.30 4.63 -19.42  0.56
246 H 27.15 -4.90 -14.10  0.24
247 H 21.05 -1.02 -11.91  0.24
248 H 27.66 3.07 -15.89  0.38
249 H 23.16 3.10 -11.34  0.66
250 H 31.08 -4.61 -13.47  0.36
251 H 12.33 5.68 -10.90  0.21
252 H 27.31 6.61 -12.40  0.16
253 H 16.57 3.33 -18.62  0.03
254 H 20.28 -3.65 -13.56  0.15
255 H 25.61 1.38 -8.13  0.58
256 H 29.88 -0.92 -10.15  0.19
257 H 24.93 6.90 -18.48  0.26
258 H 27.30 5.66 -19.57  0.46
259 H 26.29 0.26 -16.48  0.34
260 H 24.44 -2.49 -14.79  0.05
261 H 23.58 -1.94 -18.55  0.28
262 H 29.02 8.94 -11.97  0.41
263 H 19.65 -3.10 -10.35  -0.05
264 H 18.88 0.78 -19.20  0.42
265 H 17.58 -1.03 -20.55  0.46
266 H 16.50 -5.43 -6.40  0.38
267 H 10.58 5.41 -8.04  0.32
268 H 14.47 3.01 -17.72  0.37
269 H 22.51 -2.08 -7.74  0.05
270 H 31.50 -1.34 -10.34  0.51
271 H 15.83 -2.31 -5.43  0.42
272 H 25.74 4.07 -10.25  0.04
273 H 12.28 5.22 -8.52  0.24
274 H 21.95 -9.26 -14.32  0.44
275 H 18.15 6.71 -18.07  0.49
276 H 25.76 5.45 -16.84  0.14
277 H 19.44 6.48 -12.41  0.18
278 H 23.67 4.91 -16.23  -0.09
279 H 16.39 0.78 -17.86  0.07
280 H 15.06 -3.09 -6.67  0.35
281 H 23.30 -0.17 -12.33  0.05
282 H 16.30 -1.02 -8.68  0.20
283 H 27.39 6.54 -17.14  0.17
284 H 16.72 -5.10 -9.17  0.31
285 H 14.02 7.97 -10.77  0.38
286 H 30.48 -2.37 -9.32  0.47
287 H 27.59 0.10 -9.50  0.35
288 H 15.56 6.16 -15.45  0.34
289 H 24.33 0.92 -14.26  0.22
290 H 23.97 -1.02 -6.20  0.25
291 H 13.02 5.38 -20.00  0.42
292 H 27.98 -0.76 -14.47  0.33
293 H 22.36 8.08 -16.66  0.33
294 H 27.90 -2.06 -12.46  -0.33
295 H 20.82 -4.66 -14.90  0.51
296 H 24.20 -3.74 -16.05  0.46
297 H 21.53 -0.46 -13.54  -0.42
298 H 27.20 -3.34 -13.57  0.37
299 H 30.07 -2.29 -13.57  0.33
300 H 28.08 9.23 -16.19  0.27
301 H 15.35 2.46 -12.01  0.25
302 H 17.26 -4.76 -15.42  0.31
303 H 17.75 5.20 -17.14  0.31
304 H 27.47 -6.23 -11.26  0.52
305 H 15.05 8.50 -18.00  0.51
306 H 17.27 5.84 -20.03  0.28
307 H 25.51 4.19 -18.22  0.40
308 H 15.74 -1.57 -7.00  0.31
309 H 24.79 -1.96 -4.96  0.51
310 H 24.69 -6.59 -12.08  0.05
311 H 23.75 -4.65 -12.39  -0.48
312 H 23.39 -9.70 -13.53  0.37
313 H 20.54 2.07 -15.77  0.34
314 H 24.06 7.90 -16.56  0.14
315 H 28.70 1.26 -15.38  0.51
316 H 14.86 4.97 -13.53  0.54
317 H 14.24 6.55 -20.30  0.34
318 H 12.49 5.77 -13.40  0.38

[2]
C3H5N3O | the ωB97M-V functional and the def2-TZVPD basis

SMILES string: Nc1conc1N
ΔE to the lowest compared entry with this formula, charge and spin (kcal per mole): 50.6
HOMO (eV): -9.299
Frontier orbital gap (Ha): 0.3673
E (a.u.): -356.77680

Last column: Mulliken charge in e.
CARTESIAN COORDINATES (ANGSTROEM)
1 O 0.69 0.71 -2.00  -0.17
2 N 0.93 -1.47 0.71  -0.49
3 N -0.93 0.85 1.21  -0.71
4 N 1.19 -0.45 -1.43  -0.53
5 C -0.20 0.61 0.02  0.54
6 C 0.67 -0.49 -0.23  0.21
7 C -0.13 1.32 -1.14  -0.36
8 H 1.36 -2.30 0.32  0.28
9 H -0.59 2.24 -1.48  0.45
10 H -1.56 0.08 1.41  0.27
11 H -0.29 0.91 2.00  0.29
12 H 0.12 -1.69 1.27  0.23

no.,lowest unoccupied orbital energy (hartree)
1,0.011
2,0.026